ORCA calculation (ωB97M-V/def2-TZVPD) on a molecular structure, C29H48BrN3P2PtS.

Largest force on an atom: 0.058 Eh/bohr
Multiplicity: 5
Molar mass: 807.7 g/mol
Calculated total energy: -137981.954 eV
Charge: +4
Lowest unoccupied orbital energy (spin up / spin down): -11.83 / -15.63 eV

CARTESIAN COORDINATES (ANGSTROEM)
1 Pt 0.9176 -0.0939 -0.5499
2 Br 1.2626 3.4861 -3.6681
3 S 1.9617 -0.4098 1.4875
4 P 2.8505 0.5327 -1.7388
5 P -0.1953 -2.0493 -0.7358
6 N -5.0759 -1.0998 3.5419
7 N 1.0396 0.8287 3.6682
8 N -0.0189 -1.1618 3.1472
9 C -0.2101 -2.6360 -2.4895
10 C -2.3388 -2.6860 1.1109
11 C -0.2837 2.8865 -2.6277
12 C 2.3241 0.4415 -3.4704
13 C 0.6101 0.7938 5.0684
14 C 4.3093 -0.5508 -1.6069
15 C -0.6917 0.0383 5.1711
16 C -3.6636 1.9241 -0.3337
17 C -1.2560 -1.9713 -3.3852
18 C -2.4816 1.9355 -2.5244
19 C -1.5554 3.1756 -0.6362
20 C -5.4672 -1.0195 2.2727
21 C -1.9693 -2.0825 -0.2437
22 C -2.5952 2.3942 -1.1871
23 C 3.3983 0.7238 -4.5223
24 C -4.9389 -0.0816 1.3777
25 C -4.1639 -0.2445 4.0188
26 C -3.6228 0.7787 3.2326
27 C 4.0532 3.1403 -1.6087
28 C 0.6125 -3.4836 0.0808
29 C 0.8876 -0.2198 2.8431
30 C 3.1706 2.1138 -0.9020
31 C -1.3200 2.1836 -3.2541
32 C 5.6759 0.0887 -1.8709
33 C -0.4066 3.4403 -1.3573
34 C -3.9971 0.8550 1.8680
35 C -3.4233 1.8499 1.0096
36 C 2.0416 -3.7874 -0.3647
37 C -0.6291 -1.2992 4.4748
38 H -1.4950 0.6293 4.7268
39 H -2.8242 2.6203 1.5101
40 H -1.0463 -2.2284 -4.4336
41 H 0.5068 1.8257 5.4080
42 H 2.7722 -3.3684 0.3343
43 H -2.1692 -1.9685 1.9228
44 H 0.3884 4.0492 -0.9375
45 H 1.5034 1.1731 -3.5817
46 H 2.1927 -4.8767 -0.3725
47 H 6.4391 -0.6975 -1.8084
48 H -2.3117 -1.0366 -0.3010
49 H 1.8607 -0.5448 -3.6353
50 H -1.7949 -3.6140 1.3271
51 H -0.0476 -4.3347 -0.1435
52 H 1.8196 1.4340 3.4170
53 H -3.8602 -0.3571 5.0689
54 H 4.2843 -0.9949 -0.6026
55 H 5.7458 0.5328 -2.8720
56 H -1.2213 1.8452 -4.2844
57 H -6.2316 -1.7173 1.9271
58 H -2.4902 -2.6325 -1.0423
59 H 2.9014 0.9836 -5.4634
60 H 3.6140 1.8408 0.0701
61 H 1.3902 0.3218 5.6829
62 H 0.5692 -3.3225 1.1673
63 H 0.0077 -1.9776 2.5437
64 H 0.8066 -2.4893 -2.8814
65 H -0.9371 -0.1178 6.2249
66 H -4.5452 1.4924 -0.8099
67 H -3.2940 1.3397 -2.9361
68 H 3.5783 3.5055 -2.5248
69 H -0.0483 -2.0236 5.0615
70 H 2.1918 2.5601 -0.6665
71 H 5.9278 0.8532 -1.1275
72 H -2.2679 -2.3365 -3.1602
73 H -5.2793 -0.0666 0.3438
74 H -3.4104 -2.9270 1.1166
75 H 2.2769 -3.4224 -1.3721
76 H 4.0200 -0.1583 -4.7090
77 H 4.0516 1.5584 -4.2488
78 H -2.9591 1.5290 3.6716
79 H 4.1368 -1.3751 -2.3165
80 H -1.6157 3.5344 0.3858
81 H -1.6280 -1.7268 4.3423
82 H 4.1672 4.0009 -0.9351
83 H -0.3874 -3.7242 -2.4400
84 H -1.2494 -0.8771 -3.2986
85 H 5.0526 2.7576 -1.8359